Entry 1:
18 unconnected molecules or ions with the total composition C70H190N14O21 in a non-equilibrium geometry, computed with ωB97M-V with the def2-TZVPD basis set.

Values from the calculation:
Calculated total energy: -139510.759 eV
Orbital gap: 8.9254 eV
Lowest unoccupied orbital energy: 0.2947 eV
Max |F|: 3.33 eV Å⁻¹
Spin multiplicity: 1

Geometry (Å):
C 3.9743 3.9797 3.2795
O 3.9840 4.8543 2.2261
C 5.1811 5.5286 2.0223
C 5.2748 5.9176 0.5045
N 5.8742 4.8897 -0.3111
C 5.8124 5.1455 -1.7718
C 4.4206 5.1474 -2.4097
O 3.5248 4.1408 -1.9533
C 3.8300 2.8423 -2.2876
H 4.8331 3.3234 3.1386
H 3.0093 3.4735 3.2531
H 4.0577 4.5026 4.2322
H 6.1071 5.0342 2.3159
H 5.2256 6.4667 2.5756
H 5.8734 6.8284 0.4893
H 4.2382 6.2175 0.3507
H 5.1543 4.2100 -0.1114
H 6.3611 4.4133 -2.3641
H 6.3536 6.0479 -2.0565
H 4.4870 5.2328 -3.4943
H 3.9518 6.0715 -2.0718
H 3.9800 2.8013 -3.3665
H 2.9974 2.1485 -2.1713
H 4.6674 2.4540 -1.7080
C -0.6448 11.0202 -2.3704
O 0.0280 10.5605 -3.5299
C -0.5613 9.3394 -3.9596
C 0.3180 8.2111 -3.5307
N -0.1026 6.9017 -4.0145
C 0.9544 5.8667 -4.0943
C 0.2769 4.6808 -4.9851
O -0.1789 5.1401 -6.2216
C -0.3948 4.1432 -7.2167
H -0.5789 10.2023 -1.6529
H -1.7152 11.1215 -2.5496
H -0.1123 11.9251 -2.0774
H -0.7613 9.5232 -5.0152
H -1.5409 9.1508 -3.5205
H 0.2892 8.0849 -2.4484
H 1.3804 8.3370 -3.7394
H -0.4820 6.9413 -4.9497
H 1.2363 5.4945 -3.1093
H 1.6987 6.4137 -4.6730
H -0.5671 4.3125 -4.4021
H 0.9309 3.8152 -5.0907
H 0.5121 4.0406 -7.8125
H -1.0574 4.6386 -7.9264
H -0.8941 3.2654 -6.8064
C -10.0228 1.7894 -4.7498
O -8.9455 1.7331 -3.8547
C -7.8429 2.4357 -4.3966
C -6.7213 2.5035 -3.2950
N -6.1608 1.1243 -2.9328
C -5.5316 1.1029 -1.6106
C -4.2466 1.9932 -1.3996
O -3.1082 1.3272 -1.9031
C -3.1112 1.3443 -3.3470
H -9.6742 1.2666 -5.6404
H -10.1759 2.8139 -5.0891
H -10.9949 1.3862 -4.4659
H -8.1267 3.4739 -4.5689
H -7.4663 2.0054 -5.3246
H -7.0328 3.0910 -2.4314
H -6.0236 3.1854 -3.7813
H -7.0242 0.6134 -2.8161
H -5.2670 0.1722 -1.1088
H -6.3942 1.4041 -1.0162
H -4.1141 2.2080 -0.3393
H -4.2996 2.9442 -1.9297
H -3.7002 0.5700 -3.8386
H -2.1180 1.1945 -3.7704
H -3.3475 2.2941 -3.8268
C 5.5864 -4.8603 3.8557
C 4.4279 -4.6568 4.9970
C 4.8567 -3.8066 6.2398
O 3.9732 -3.7023 7.3365
C 3.4548 -4.9435 7.6965
N 3.2800 -4.0521 4.3229
H 5.2846 -5.4898 3.0186
H 6.5297 -5.2485 4.2397
H 5.9588 -3.9576 3.3713
H 4.1595 -5.6719 5.2895
H 5.0127 -2.7613 5.9732
H 5.8382 -4.1537 6.5626
H 2.4451 -4.9719 7.2868
H 3.3415 -4.8864 8.7791
H 3.9794 -5.8733 7.4763
H 2.9295 -3.3356 4.9425
H 3.7423 -3.4747 3.6352
C -5.2898 -2.8638 2.2999
C -4.3250 -3.2222 1.0878
C -4.4776 -2.3173 -0.2031
O -5.8526 -2.2893 -0.5339
C -6.2554 -3.4612 -1.3306
N -2.9215 -3.1815 1.5822
H -6.3464 -2.9349 2.0416
H -5.1206 -1.8298 2.6004
H -5.0827 -3.4366 3.2038
H -4.4992 -4.2583 0.7972
H -3.8404 -2.6947 -1.0028
H -4.1147 -1.3068 -0.0151
H -7.2661 -3.4779 -1.7385
H -6.1467 -4.3494 -0.7083
H -5.6092 -3.6435 -2.1893
H -2.3252 -3.4667 0.8186
H -2.8022 -3.9967 2.1664
C -1.9835 2.3525 6.0552
C -1.3433 2.0615 4.5960
C -0.4696 3.2647 4.0654
O -1.3726 4.3720 3.8406
C -0.6506 5.5433 3.6479
N -0.5508 0.8767 4.7189
H -2.8594 2.9893 5.9315
H -1.2692 2.7835 6.7568
H -2.3537 1.4327 6.5081
H -2.0870 1.8034 3.8421
H 0.0863 3.0337 3.1568
H 0.2665 3.4367 4.8507
H -1.3802 6.3228 3.4285
H 0.0236 5.6220 2.7950
H -0.1078 5.8808 4.5309
H -0.4059 0.3787 3.8523
H -1.0751 0.1077 5.1111
C -1.2929 -0.8802 0.1240
C -0.0232 -0.1039 -0.3516
C 0.4207 0.8418 0.7572
O 1.4539 1.4746 0.0276
C 2.1703 2.5330 0.6378
N 0.9958 -1.1389 -0.6544
H -2.0491 -0.1475 0.4058
H -1.1689 -1.6149 0.9196
H -1.7931 -1.4305 -0.6729
H -0.1909 0.4227 -1.2911
H 0.7910 0.3039 1.6299
H -0.2226 1.6902 0.9907
H 1.4651 3.3006 0.9563
H 2.7918 3.0715 -0.0777
H 2.8255 2.1855 1.4366
H 1.2437 -1.4968 0.2570
H 1.8893 -0.7863 -0.9663
C -2.6754 4.7332 -0.5333
C -2.3321 6.1641 -0.7798
C -0.7926 6.4007 -0.4170
O -0.5927 7.8063 -0.1039
C 0.6800 8.1277 0.2730
N -2.6781 6.5645 -2.1801
H -3.7394 4.5766 -0.7112
H -2.6588 4.4134 0.5086
H -2.1814 3.9943 -1.1642
H -2.9181 6.7941 -0.1106
H -0.1877 6.2038 -1.3022
H -0.4156 5.6696 0.2981
H 1.4308 8.2619 -0.5058
H 0.9647 7.4440 1.0727
H 0.5624 9.0299 0.8733
H -1.7710 6.9317 -2.4300
H -2.6131 5.6946 -2.6891
C 2.3940 -7.2642 -6.8731
C 1.7700 -6.0165 -6.2630
C 2.6924 -4.7934 -6.1415
O 3.6492 -5.1580 -5.1021
C 4.6851 -4.1971 -4.8964
N 0.5432 -5.7423 -6.9361
H 3.0924 -7.6504 -6.1306
H 3.1664 -7.1162 -7.6278
H 1.7150 -8.0312 -7.2456
H 1.4560 -6.2438 -5.2442
H 2.1880 -3.9530 -5.6645
H 3.2866 -4.6567 -7.0450
H 5.2727 -3.9251 -5.7732
H 5.4240 -4.6638 -4.2450
H 4.4109 -3.3632 -4.2502
H 0.3865 -4.7453 -6.9772
H -0.2580 -5.9998 -6.3776
C 3.8679 -4.5265 -0.7007
C 3.7480 -3.8763 0.7649
C 4.6030 -2.5739 0.8682
O 4.3998 -2.0108 2.1531
C 5.2975 -0.8900 2.4122
N 2.3828 -3.5047 0.7897
H 4.9195 -4.8125 -0.7185
H 3.5471 -3.9651 -1.5782
H 3.3588 -5.4872 -0.7776
H 3.9856 -4.5657 1.5750
H 4.5775 -1.9779 -0.0440
H 5.6328 -2.9220 0.9485
H 5.1241 -0.7093 3.4730
H 4.9250 -0.0729 1.7944
H 6.3354 -1.1171 2.1685
H 2.1986 -3.1389 1.7130
H 1.8597 -4.3487 0.6050
C -9.5695 -0.3444 3.5379
C -9.0638 0.5570 2.3947
C -7.5126 0.5513 2.1008
O -6.7896 1.4654 2.9554
C -5.4133 1.4041 2.6859
N -9.8454 0.0503 1.2851
H -9.3861 -1.4118 3.4153
H -10.5884 -0.0367 3.7731
H -9.1913 -0.1856 4.5478
H -9.4031 1.5572 2.6640
H -7.5441 0.9100 1.0720
H -7.2324 -0.5004 2.1604
H -4.8774 1.4711 3.6327
H -5.1249 2.2378 2.0457
H -5.1390 0.5376 2.0841
H -10.3478 -0.7658 1.6040
H -9.1859 -0.4115 0.6753
C -1.3913 -4.5123 -2.2436
C -0.0799 -4.8810 -1.6493
C -0.2241 -6.0259 -0.5914
O 1.0690 -6.1972 -0.0180
C 1.2012 -7.4175 0.6526
N 0.7157 -5.4271 -2.7273
H -2.1684 -5.2615 -2.3947
H -1.1763 -3.9475 -3.1507
H -1.8036 -3.8929 -1.4470
H 0.4740 -4.0693 -1.1778
H -0.6759 -6.9092 -1.0426
H -0.9801 -5.8193 0.1661
H 0.3543 -7.6571 1.2956
H 2.1572 -7.3881 1.1754
H 1.2336 -8.2286 -0.0748
H 0.6106 -4.8025 -3.5140
H 1.6789 -5.4733 -2.4269
C 7.8552 2.3343 0.3639
C 8.4333 2.6170 1.7056
C 9.4635 1.5818 2.2454
O 8.7672 0.4066 2.5599
C 9.5645 -0.7003 2.3808
N 8.9109 3.9588 1.6921
H 6.8113 2.6289 0.2559
H 7.8571 1.2550 0.2115
H 8.5017 2.7820 -0.3909
H 7.5901 2.5379 2.3919
H 9.8173 1.8997 3.2261
H 10.3398 1.4686 1.6071
H 10.4869 -0.6001 2.9528
H 9.8050 -0.8698 1.3312
H 8.8376 -1.4147 2.7672
H 8.0964 4.4429 1.3424
H 9.5893 4.0662 0.9515
C -4.3235 -6.8509 3.7544
C -3.2799 -7.1067 2.6797
C -3.9046 -7.6047 1.4067
O -2.8833 -8.0766 0.5860
C -3.4796 -8.4838 -0.6512
N -2.5154 -5.9035 2.4310
H -4.9372 -7.7510 3.7184
H -4.9152 -5.9589 3.5489
H -3.9445 -6.6778 4.7616
H -2.6203 -7.7835 3.2227
H -4.4200 -6.7632 0.9437
H -4.4068 -8.5426 1.6440
H -4.0346 -9.3932 -0.4206
H -2.6811 -8.7979 -1.3234
H -4.0676 -7.7576 -1.2124
H -1.9717 -6.1695 1.6224
H -1.8313 -5.8600 3.1727
C 2.9359 -0.3632 6.2797
C 3.5878 0.9385 5.9038
O 2.8138 1.4380 4.8469
H 2.8753 -0.9566 5.3674
H 1.8948 -0.3446 6.6022
H 3.5654 -0.8410 7.0304
H 4.5756 0.7214 5.4972
H 3.6055 1.6567 6.7235
H 1.8841 1.4610 5.0849
C -0.0142 -2.4199 5.9025
C -1.0111 -2.8863 4.8279
O -1.4691 -1.7706 4.0360
H -0.4807 -1.5874 6.4292
H 0.8138 -1.9670 5.3571
H 0.3459 -3.0406 6.7230
H -1.8815 -3.4320 5.1922
H -0.5927 -3.5670 4.0865
H -2.0651 -2.1416 3.3812
C -3.2210 -2.3938 -4.4780
C -4.5567 -1.8344 -5.1152
O -5.5901 -1.6302 -4.1514
H -2.3874 -1.7317 -4.7119
H -2.9699 -3.3875 -4.8490
H -3.2023 -2.4508 -3.3896
H -4.8975 -2.4710 -5.9318
H -4.3167 -0.8587 -5.5376
H -5.4882 -0.7498 -3.7824
C 2.1416 -0.7690 -3.9083
C 2.2950 0.2173 -5.0484
O 3.6060 0.4684 -5.5080
H 2.1312 -1.7350 -4.4131
H 1.1583 -0.7519 -3.4383
H 2.7252 -0.6674 -2.9933
H 1.8974 1.1570 -4.6649
H 1.7211 -0.1400 -5.9034
H 3.5051 1.2627 -6.0376


Entry 2:
A molecular structure, C70H79BN3O6PSeV in a non-equilibrium geometry, computed with ωB97M-V with the def2-TZVPD basis set.

Values from the calculation:
Relative energy (zero: lowest compared OMol25 entry of this formula, charge and spin): 33.2 kcal per mole
Calculated total energy: -191633.349 eV
Orbital gap (alpha / beta): 6.1159 / 6.4446 eV
Lowest unoccupied orbital energy (alpha / beta): 2.2118 / 2.2072 eV
Max |F|: 2.90 eV Å⁻¹
Charge: -1
Spin multiplicity: 3
⟨S²⟩: 2.024

Geometry (Å):
V -0.9160 -1.1824 -0.5071
C 4.3818 2.6951 2.7459
C 3.1580 2.6186 3.6706
C 2.9229 4.0059 4.2719
C 3.4340 1.6450 4.8260
C 1.9671 2.0990 2.8771
C 2.0761 0.8688 2.2462
C 1.0260 0.3756 1.5097
Se 1.0938 -1.4268 0.8621
C 0.2139 -2.1537 2.4314
C 0.8865 -2.4670 3.5909
C 0.1742 -2.9118 4.6981
C -1.2132 -2.9928 4.5784
C -1.9229 -2.6812 3.4362
C -1.1918 -2.2842 2.2805
O -1.7158 -2.0857 1.1403
C -3.4473 -2.8024 3.4563
C -4.0107 -1.9636 4.6164
C -3.8192 -4.2819 3.6456
C -4.1336 -2.3133 2.1769
C 0.8311 -3.3264 6.0055
C 2.3513 -3.1480 5.9737
C 0.2802 -2.4812 7.1638
C 0.5238 -4.8099 6.2577
C -0.2095 1.0466 1.3025
O -1.0797 0.5591 0.5005
C -0.3568 2.2502 2.0621
C 0.7265 2.7255 2.7949
C -1.6848 2.9930 2.2317
C -2.7987 2.4731 1.3219
C -1.5291 4.4921 1.9202
C -2.1368 2.8123 3.6908
H 5.2463 3.0877 3.2792
H 4.1704 3.3477 1.9019
H 4.6395 1.7150 2.3570
H 3.8005 4.3135 4.8404
H 2.0730 3.9914 4.9494
H 2.7450 4.7451 3.4938
H 4.2776 1.9845 5.4251
H 3.6544 0.6490 4.4543
H 2.5564 1.5783 5.4650
H 2.9707 0.2627 2.3235
H 1.9608 -2.3564 3.5988
H -1.7722 -3.3358 5.4381
H -3.6279 -2.2882 5.5806
H -5.0976 -2.0371 4.6444
H -3.7418 -0.9182 4.4778
H -3.4172 -4.6797 4.5750
H -3.4166 -4.8669 2.8202
H -4.9023 -4.4021 3.6576
H -3.8373 -1.2952 1.9359
H -5.2171 -2.3379 2.3092
H -3.8804 -2.9446 1.3285
H 2.6129 -2.1099 5.7820
H 2.7995 -3.7735 5.2051
H 2.7759 -3.4341 6.9353
H 0.4804 -1.4275 6.9836
H 0.7508 -2.7692 8.1035
H -0.7936 -2.6074 7.2703
H 0.8888 -5.4094 5.4265
H -0.5465 -4.9762 6.3476
H 1.0034 -5.1502 7.1744
H 0.5830 3.6351 3.3554
H -2.5238 2.6476 0.2846
H -3.7308 2.9998 1.5411
H -2.9595 1.4083 1.4658
H -1.1600 4.6260 0.9035
H -0.8394 4.9848 2.6007
H -2.4972 4.9899 2.0030
H -2.2713 1.7548 3.9061
H -3.0822 3.3258 3.8657
H -1.3966 3.2054 4.3833
O -3.0449 -1.0135 -1.0487
C -2.3627 -1.9230 -1.4736
C -2.6555 -3.1628 -2.1284
C -3.8993 -3.6752 -2.5350
C -3.9653 -4.9565 -3.0437
C -2.8231 -5.7473 -3.1751
C -1.5858 -5.2592 -2.7667
C -1.5111 -3.9790 -2.2590
P -0.1073 -3.1401 -1.4769
C 0.4863 -4.5263 -0.4276
C -0.4128 -4.8961 0.5740
C -0.0834 -5.8632 1.5022
C 1.1525 -6.4886 1.4357
C 2.0411 -6.1464 0.4300
C 1.7177 -5.1675 -0.4967
C 1.1485 -3.0972 -2.8007
C 2.4686 -2.7654 -2.4943
C 3.4020 -2.6010 -3.5000
C 3.0260 -2.7242 -4.8287
C 1.7118 -3.0301 -5.1423
C 0.7800 -3.2179 -4.1394
H -4.7920 -3.0785 -2.4165
H -4.9235 -5.3653 -3.3366
H -2.9034 -6.7509 -3.5707
H -0.6965 -5.8744 -2.8301
H -1.3726 -4.3960 0.6132
H -0.7832 -6.1210 2.2860
H 1.4166 -7.2453 2.1643
H 3.0003 -6.6441 0.3657
H 2.4267 -4.9177 -1.2751
H 2.7487 -2.6112 -1.4563
H 4.4252 -2.3574 -3.2547
H 3.7500 -2.5621 -5.6146
H 1.4145 -3.1168 -6.1786
H -0.2474 -3.4470 -4.3882
C 5.8456 1.6423 -5.7516
C 5.5683 1.1392 -4.3317
C 6.0445 2.2196 -3.3519
C 6.3599 -0.1536 -4.0927
C 4.0920 0.8392 -4.1089
C 3.1927 0.7365 -5.1661
C 1.8540 0.4122 -4.9850
C 1.4172 0.1939 -3.6976
O 0.2093 -0.1659 -3.2347
B 0.3020 -0.2705 -1.8390
O 1.6403 0.0382 -1.4803
C 2.3078 0.3110 -2.6197
C 3.6358 0.6157 -2.8083
H 6.8919 1.9250 -5.8494
H 5.2332 2.5156 -5.9661
H 5.6371 0.8731 -6.4912
H 7.0834 2.4767 -3.5511
H 5.9763 1.8827 -2.3224
H 5.4384 3.1160 -3.4597
H 7.4259 0.0137 -4.2372
H 6.0333 -0.9267 -4.7851
H 6.2020 -0.5120 -3.0786
H 3.5247 0.9042 -6.1777
H 1.1905 0.3243 -5.8322
H 4.2890 0.6627 -1.9511
C -0.1432 8.0712 -2.9808
C -1.4121 7.2738 -2.9918
C -2.4498 7.5842 -3.8587
C -3.6429 6.8926 -3.8120
C -3.8338 5.8658 -2.8889
N -5.1013 5.2780 -2.8110
C -5.5246 4.2681 -1.9640
O -6.5949 4.3428 -1.3927
N -4.6915 3.1921 -1.8253
C -3.8786 2.5732 -2.7809
C -3.8765 2.8797 -4.1404
C -3.0934 2.1049 -4.9849
C -2.3679 1.0474 -4.4569
N -2.3672 0.7591 -3.1662
C -3.0842 1.5019 -2.3553
C -2.7825 5.5227 -2.0409
C -1.5956 6.2236 -2.1003
H -0.1553 8.8237 -3.7627
H 0.7192 7.4247 -3.1283
H -0.0233 8.5704 -2.0197
H -2.3289 8.3927 -4.5669
H -4.4469 7.1613 -4.4854
H -5.8563 5.9057 -3.0594
H -4.9105 2.5987 -1.0350
H -4.4815 3.6805 -4.5386
H -3.0703 2.3161 -6.0444
H -1.7665 0.3985 -5.0781
H -3.0436 1.2187 -1.3131
H -2.9008 4.7349 -1.3131
H -0.7984 5.9673 -1.4186


Q: The lowest max |F| belongs to which entry?
A: C70H79BN3O6PSeV


Q: The lowest spin multiplicity belongs to which entry?
A: C70H190N14O21